77
Properties=species:S:1:pos:R:3 method="wB97M-V/def2-TZVPD" multiplicity=1 total_energy_ha=-1946.5376 homo_lumo_gap_ha=0.3507 molar_mass_g_mol=521.534 smiles="COC[C@H](C)N.NC(N)=O.NC(N)=O.NC(N)=O.NC(N)=O.NC(N)=O.NC(N)=O.O.O.O.O" lumo_ev=0.440
C 0.513 -4.610 4.218
O -0.088 -3.369 4.153
C -0.609 -3.132 2.862
C -1.201 -1.766 2.971
C -2.436 -1.958 3.853
N -1.599 -1.221 1.651
H 0.804 -4.851 5.207
H 1.449 -4.588 3.609
H 0.031 -5.453 3.821
H 0.209 -3.122 2.158
H -1.300 -3.903 2.590
H -0.440 -1.133 3.418
H -3.211 -2.464 3.237
H -2.769 -0.981 4.134
H -2.183 -2.578 4.711
H -0.876 -1.324 0.982
H -2.406 -1.756 1.350
N 0.035 2.730 5.112
C 0.345 2.400 3.808
N -0.455 1.481 3.195
O 1.363 2.901 3.274
H -0.915 2.737 5.507
H 0.595 3.483 5.496
H -0.335 1.282 2.220
H -1.065 0.933 3.748
N 2.932 -0.395 0.232
C 2.351 -0.541 1.426
N 3.006 0.092 2.491
O 1.290 -1.163 1.584
H 3.719 0.187 0.124
H 2.510 -0.828 -0.570
H 2.324 0.463 3.176
H 3.554 0.834 2.119
N -0.706 5.868 -3.408
C -0.370 5.366 -2.135
N 0.865 4.881 -1.913
O -1.129 5.577 -1.175
H -1.660 6.231 -3.488
H -0.060 6.050 -4.136
H 1.333 4.434 -2.749
H 1.014 4.248 -1.138
N 2.163 -3.341 -0.693
C 1.404 -3.818 -1.711
N 2.043 -3.920 -2.890
O 0.208 -3.998 -1.572
H 1.647 -3.042 0.107
H 3.142 -2.984 -0.812
H 1.596 -3.934 -3.794
H 2.953 -3.451 -2.919
N 0.815 1.220 -2.167
C 1.606 0.320 -2.777
N 0.871 -0.658 -3.388
O 2.843 0.360 -2.680
H -0.185 1.124 -2.239
H 1.141 1.677 -1.297
H -0.109 -0.361 -3.562
H 1.311 -1.126 -4.162
N -3.401 -0.458 -2.040
C -2.974 0.883 -2.200
N -3.935 1.810 -1.922
O -1.915 1.176 -2.811
H -2.882 -1.264 -2.301
H -4.199 -0.609 -1.475
H -4.770 1.480 -1.436
H -3.903 2.796 -2.069
O 4.494 -1.867 -3.011
H 4.422 -2.032 -4.023
H 3.899 -1.111 -2.794
O 0.642 2.961 0.198
H 0.183 3.764 0.348
H 1.044 2.694 1.039
O -1.921 -2.975 -2.940
H -2.318 -3.851 -2.972
H -1.084 -3.204 -2.516
O -3.454 4.969 -2.641
H -3.155 4.627 -3.556
H -2.650 5.104 -2.046


86
Properties=species:S:1:pos:R:3 method="wB97M-V/def2-TZVPD" multiplicity=1 total_energy_ha=-3083.4992 homo_lumo_gap_ha="0.2194 / 0.2024" molar_mass_g_mol=706.622 lumo_ev="-3.370 / -3.316" total_charge=+1
In -0.862 1.246 -0.535
C -0.513 -2.670 0.667
C 0.856 -2.679 0.293
C 0.578 -1.112 1.953
C -0.678 -1.730 1.718
C 1.530 -1.708 1.082
C -1.591 -3.506 0.097
H -1.195 -4.182 -0.668
H -2.385 -2.899 -0.365
H -2.065 -4.121 0.877
C -1.922 -1.437 2.456
H -2.653 -2.249 2.336
H -2.380 -0.496 2.084
H -1.701 -1.297 3.527
C 0.810 -0.003 2.903
H 0.304 -0.195 3.858
H 0.419 0.959 2.527
H 1.879 0.122 3.105
C 2.970 -1.373 1.037
H 3.492 -1.678 1.959
H 3.112 -0.287 0.924
H 3.455 -1.881 0.194
C 1.466 -3.556 -0.733
H 1.785 -4.517 -0.300
H 2.348 -3.078 -1.173
H 0.745 -3.774 -1.530
C -1.882 1.340 -5.927
C -2.026 0.029 -5.621
C -1.212 -1.051 -6.241
C 0.277 -0.695 -6.503
C 0.984 0.106 -5.443
C 1.141 1.442 -5.478
C 0.474 2.350 -6.472
C -0.950 1.911 -6.952
H -1.661 -1.347 -7.207
H 0.350 -0.223 -7.495
H -1.266 -1.957 -5.620
H -0.833 1.238 -7.810
H -2.572 2.070 -5.482
H -2.924 -0.305 -5.103
H -1.440 2.814 -7.356
H 0.402 3.372 -6.065
H 1.926 1.910 -4.866
H 1.098 2.452 -7.379
H 0.818 -1.650 -6.612
H 1.609 -0.491 -4.769
P -1.757 0.841 -2.770
P 1.220 2.336 -1.515
C -0.951 2.364 -3.455
C 0.278 3.129 -2.859
H -1.747 3.089 -3.694
H -0.626 1.968 -4.420
H 1.004 3.330 -3.664
H -0.072 4.106 -2.494
C 2.138 3.558 -0.567
H 2.962 3.042 -0.043
H 1.497 4.059 0.181
H 2.559 4.299 -1.268
C 2.384 1.086 -2.133
H 3.214 1.581 -2.661
H 1.898 0.370 -2.815
H 2.795 0.525 -1.275
C -3.567 0.781 -2.848
H -3.924 -0.154 -2.387
H -3.947 0.829 -3.880
H -3.994 1.630 -2.288
C -1.027 -0.831 -3.004
H -0.386 -1.098 -2.153
H -0.419 -0.898 -3.911
H -1.828 -1.579 -3.074
O -1.660 6.078 2.124
S -0.933 4.838 2.253
O 0.513 4.874 2.211
N -1.473 3.602 1.228
C -2.171 2.673 1.876
S -2.922 1.432 0.983
C -2.150 2.783 3.333
C -2.485 1.853 4.330
C -2.152 2.139 5.659
C -1.557 3.361 6.006
C -1.224 4.290 5.011
C -1.506 3.969 3.698
H -2.993 0.927 4.045
H -2.361 1.396 6.435
H -1.324 3.591 7.048
H -0.740 5.243 5.228


125
Properties=species:S:1:pos:R:3 method="wB97M-V/def2-TZVPD" multiplicity=2 total_energy_ha=-9926.5306 homo_lumo_gap_ha="0.2385 / 0.1367" molar_mass_g_mol=1207.544 lumo_ev="-7.381 / -10.151" total_charge=+3
Re 0.336 1.319 0.564
N -2.080 -1.673 2.773
C -1.626 -0.678 1.987
S -0.327 0.329 2.601
N -2.138 -0.523 0.810
N -1.588 0.523 0.101
C -2.333 1.008 -0.849
C -3.614 0.438 -1.307
C -4.802 1.151 -1.163
C -5.990 0.615 -1.638
C -5.989 -0.616 -2.280
C -4.802 -1.321 -2.437
C -3.619 -0.800 -1.943
C -1.786 2.228 -1.414
C -2.383 2.930 -2.458
C -1.764 4.060 -2.952
C -0.555 4.459 -2.388
C -0.015 3.714 -1.365
N -0.608 2.612 -0.871
H -1.811 -1.704 3.742
H -2.946 -2.123 2.513
H -4.806 2.115 -0.667
H -6.915 1.160 -1.512
H -6.914 -1.025 -2.662
H -4.795 -2.275 -2.950
H -2.694 -1.347 -2.067
H -3.312 2.566 -2.872
H -2.206 4.616 -3.768
H -0.030 5.335 -2.742
H 0.939 3.973 -0.928
C 3.204 -0.306 2.420
As 2.635 1.415 1.734
C 4.201 1.939 0.721
C 2.809 2.417 3.415
C 2.191 3.821 3.529
C 2.694 4.709 2.393
C 0.658 3.745 3.574
As -0.324 3.378 1.908
C -0.472 5.181 1.179
C -2.121 3.260 2.630
C 2.727 4.332 4.897
As 2.144 6.033 5.663
C 1.809 7.465 4.422
C 0.554 5.782 6.719
H 4.097 -0.171 3.030
H 3.445 -0.968 1.589
H 2.408 -0.742 3.019
H 5.059 1.978 1.391
H 4.052 2.907 0.249
H 4.388 1.189 -0.045
H 3.886 2.467 3.599
H 2.388 1.758 4.180
H 2.408 4.291 1.424
H 3.783 4.784 2.410
H 2.285 5.718 2.442
H 0.241 4.700 3.912
H 0.335 2.986 4.293
H -0.768 5.835 2.000
H -1.258 5.206 0.426
H 0.454 5.544 0.741
H -2.346 4.153 3.213
H -2.221 2.375 3.251
H -2.822 3.196 1.798
H 3.817 4.387 4.862
H 2.474 3.624 5.690
H 2.689 7.669 3.819
H 1.546 8.351 4.998
H 0.965 7.176 3.793
H 0.605 4.826 7.235
H -0.304 5.814 6.045
H 0.471 6.587 7.447
C 0.445 0.403 -4.229
N 0.647 0.723 -2.821
C 1.664 1.431 -2.328
N 2.623 1.864 -3.160
O 1.765 1.716 -1.093
H -0.586 0.083 -4.364
H 1.106 -0.400 -4.561
H 0.597 1.289 -4.846
H 0.028 0.320 -2.134
H 2.670 1.584 -4.125
H 3.389 2.388 -2.775
C 0.291 -7.371 -1.884
C 1.017 -6.595 -0.772
C 0.641 -7.225 0.574
C 2.531 -6.753 -0.989
C 0.606 -5.082 -0.816
O 1.014 -4.470 -2.029
C -0.916 -4.905 -0.592
C -1.563 -3.678 -1.246
C -1.772 -3.785 -2.737
C -1.098 -2.951 -3.622
C -1.309 -3.025 -4.989
C -2.214 -3.951 -5.486
Cl -2.483 -4.049 -7.190
C -2.896 -4.800 -4.628
C -2.671 -4.709 -3.262
C 1.397 -4.321 0.269
N 1.476 -2.879 0.027
C 0.659 -1.928 0.446
N 1.060 -0.741 -0.022
C 2.204 -1.074 -0.709
N 2.477 -2.345 -0.700
H 0.728 -8.365 -1.967
H 0.380 -6.915 -2.874
H -0.770 -7.508 -1.678
H 0.914 -8.280 0.566
H -0.431 -7.171 0.771
H 1.176 -6.768 1.409
H 2.757 -7.792 -1.227
H 3.107 -6.513 -0.094
H 2.899 -6.135 -1.808
H 0.858 -5.075 -2.763
H -1.106 -4.891 0.484
H -1.449 -5.779 -0.964
H -0.999 -2.768 -1.039
H -2.542 -3.534 -0.776
H -0.357 -2.260 -3.228
H -0.772 -2.388 -5.681
H -3.598 -5.519 -5.027
H -3.219 -5.368 -2.598
H 2.428 -4.657 0.316
H 0.935 -4.454 1.246
H -0.203 -2.143 1.048
H 2.849 -0.366 -1.195


74
Properties=species:S:1:pos:R:3 method="wB97M-V/def2-TZVPD" multiplicity=2 total_energy_ha=-4888.6978 homo_lumo_gap_ha="0.2534 / 0.2522" molar_mass_g_mol=817.997 lumo_ev="2.460 / 2.428" total_charge=-1
Ir 0.746 -2.651 0.921
S -2.839 -4.040 3.432
C -1.524 -3.593 2.563
S -0.736 -2.026 2.700
S -0.724 -4.543 1.341
C 4.563 -3.177 -0.914
C 3.542 -2.456 -0.034
C 4.246 -2.046 1.272
C 2.376 -3.362 0.363
C 2.796 -1.246 -0.657
C 1.483 0.382 0.015
C 0.650 0.870 -1.148
C 0.678 0.346 -2.375
C 1.505 -0.778 -2.818
C 2.413 -1.460 -2.113
H 5.022 -3.989 -0.343
H 5.362 -2.499 -1.228
H 4.120 -3.622 -1.805
H 4.538 -2.940 1.829
H 3.575 -1.464 1.902
H 5.148 -1.467 1.066
H 2.685 -4.391 0.593
H 1.217 0.927 0.923
H -0.020 1.702 -0.954
H 0.018 0.774 -3.122
H 1.344 -1.096 -3.842
H 2.896 -2.283 -2.623
C -5.200 0.626 4.536
C -5.402 -0.180 3.425
C -4.480 -0.186 2.388
C -3.344 0.610 2.458
C -3.135 1.399 3.585
C -4.063 1.417 4.616
As -1.960 0.642 1.079
C -2.632 2.180 0.063
C -2.487 3.522 0.379
C -2.947 4.497 -0.497
C -3.537 4.125 -1.700
C -3.674 2.784 -2.028
C -3.225 1.804 -1.147
C -3.307 0.345 -1.358
C -3.850 -0.280 -2.475
C -3.874 -1.665 -2.547
C -3.356 -2.431 -1.510
C -2.803 -1.815 -0.395
C -2.780 -0.431 -0.317
H -5.918 0.623 5.347
H -6.274 -0.819 3.369
H -4.640 -0.829 1.531
H -2.230 1.992 3.668
H -3.888 2.034 5.489
H -2.015 3.815 1.311
H -2.842 5.545 -0.247
H -3.889 4.885 -2.386
H -4.131 2.507 -2.971
H -4.256 0.308 -3.290
H -4.296 -2.150 -3.419
H -3.367 -3.512 -1.566
H -2.391 -2.420 0.401
C 5.316 1.022 0.013
C 3.969 1.287 -0.673
C 3.438 2.650 -0.222
C 4.209 1.314 -2.193
C 2.962 0.230 -0.323
C 1.516 -1.141 0.163
H 6.018 1.827 -0.223
H 5.750 0.083 -0.334
H 5.202 0.967 1.097
H 4.152 3.437 -0.476
H 3.279 2.667 0.858
H 2.489 2.879 -0.711
H 4.968 2.064 -2.435
H 3.291 1.555 -2.729
H 4.559 0.343 -2.548